[1]
# C34H96CdF6NO20S2

A structure of composition C34H96CdF6NO20S2 at a distorted geometry (ωB97M-V/def2-TZVPD, OMol25).

The geometry in ORCA input format:
```
! RIJCOSX wB97M-V def2-TZVPD def2/J DEFGRID3
* xyz 1 1
Cd -2.66275 -2.46973 1.06994
C 0.03970 0.83965 1.03487
F 0.96330 1.48821 0.40803
F 0.25590 0.93815 2.33476
F -1.18447 1.27884 0.81480
S 0.15275 -1.01957 0.60541
O 1.32527 -1.22467 -0.22474
O 0.27767 -1.72704 1.85108
N -1.36684 -1.48153 -0.12466
S -1.37666 -0.87036 -1.54434
O -2.78945 -0.66030 -1.87258
O -0.55697 0.25785 -1.88186
C -0.86411 -2.27470 -2.67965
F -1.91227 -2.95803 -3.10868
F -0.24815 -1.76511 -3.72380
F -0.02586 -3.07605 -2.03472
C 4.41508 -3.35535 0.34928
C 4.71383 -1.86739 0.14122
O 5.86370 -1.70220 -0.67246
H 5.22519 -4.01827 0.63580
H 4.05532 -3.73094 -0.61357
H 3.57811 -3.42870 1.05169
H 5.02144 -1.47477 1.11698
H 3.83787 -1.24768 -0.06415
H 5.66961 -1.86108 -1.60928
C 3.28620 2.66196 3.31392
C 3.13154 3.92910 2.52524
O 2.17593 4.80862 3.14644
H 4.18241 2.14286 2.97018
H 2.44240 1.97023 3.41647
H 3.36153 2.87865 4.38839
H 2.77690 3.71995 1.51333
H 4.08513 4.43745 2.37860
H 1.41931 4.84403 2.54502
C 1.04787 5.02289 -3.13168
C 1.98710 4.94725 -1.93796
O 1.65760 3.73952 -1.20323
H 0.93342 6.04102 -3.50766
H 0.04961 4.68282 -2.84829
H 1.38122 4.37373 -3.94095
H 1.78506 5.74027 -1.21562
H 2.99604 4.87119 -2.34230
H 2.51699 3.41597 -0.89942
C -3.15197 2.99366 3.65507
C -4.07070 1.95393 3.06302
O -4.07427 0.77005 3.84928
H -2.86833 3.78407 2.96109
H -2.21092 2.54970 3.97588
H -3.59056 3.44832 4.54689
H -3.74041 1.67850 2.05942
H -5.09336 2.33825 2.97267
H -4.33971 0.96530 4.75431
C -0.04716 -7.10005 -2.96998
C -1.24234 -6.21760 -2.87356
O -1.57872 -6.03936 -1.49089
H -0.00429 -7.60785 -3.94026
H -0.01383 -7.91044 -2.23910
H 0.94329 -6.63878 -2.94111
H -2.15427 -6.61350 -3.33203
H -1.01266 -5.26882 -3.36568
H -2.19377 -5.32057 -1.33109
C 2.94196 -3.25373 -3.06117
C 3.72994 -2.42966 -4.04046
O 5.07387 -2.31950 -3.54052
H 2.90740 -2.71512 -2.11489
H 3.42609 -4.22930 -3.02946
H 1.91526 -3.38290 -3.39731
H 3.30810 -1.43488 -4.22504
H 3.75414 -2.84705 -5.05310
H 5.53473 -1.69007 -4.10575
C 0.59994 -2.01932 -7.01662
C -0.39360 -2.95932 -7.69402
O -0.98953 -3.79991 -6.70916
H 1.09851 -1.37299 -7.73539
H 1.32043 -2.61421 -6.45276
H 0.07212 -1.43190 -6.26054
H 0.22625 -3.54327 -8.38439
H -1.14411 -2.44327 -8.29549
H -0.93854 -4.71172 -7.00520
C -4.84648 -0.70305 -5.63213
C -3.62445 -1.59836 -5.44053
O -3.36148 -2.17654 -6.72016
H -5.57706 -0.68585 -4.81894
H -5.45033 -0.97031 -6.49869
H -4.51930 0.32958 -5.76694
H -3.83047 -2.43512 -4.76828
H -2.78576 -0.99107 -5.09274
H -2.58882 -2.76091 -6.63874
C -5.84336 0.70833 0.06559
C -5.57417 -0.57253 0.83743
O -4.20862 -1.00787 0.48156
H -5.84689 0.58299 -1.02229
H -5.31146 1.61813 0.32157
H -6.92324 0.88839 0.17100
H -6.22440 -1.36398 0.45844
H -5.68440 -0.51019 1.91794
H -4.03680 -0.61434 -0.39925
C 3.23623 -1.21337 4.05031
C 2.56197 -2.23922 4.97633
O 1.59843 -1.64131 5.81726
H 2.73385 -1.28833 3.08503
H 4.31103 -1.37702 4.00649
H 3.08501 -0.19477 4.41213
H 3.31186 -2.83496 5.50044
H 2.06476 -2.99412 4.35053
H 1.29384 -0.80128 5.48451
C 0.49751 -5.02168 2.61978
C -0.31921 -4.69019 1.38210
O -1.68439 -4.36257 1.73345
H 0.17325 -5.92118 3.13673
H 0.42770 -4.18150 3.31891
H 1.54756 -5.04440 2.32664
H -0.30749 -5.62345 0.80964
H 0.15118 -3.97281 0.71988
H -2.15792 -5.10279 2.12688
C -1.36346 -0.24946 4.77196
C -1.86169 -1.52609 4.08597
O -2.53138 -1.29181 2.84090
H -1.99993 0.09135 5.58774
H -1.34082 0.56995 4.05274
H -0.35995 -0.20444 5.17552
H -2.53630 -2.04286 4.76957
H -0.97579 -2.12377 3.89082
H -3.30695 -0.70808 2.98337
C -2.37335 2.99729 -1.44156
C -3.01764 3.96588 -2.37420
O -4.44079 3.96555 -2.14735
H -2.65497 1.95265 -1.57266
H -2.55476 3.19135 -0.37987
H -1.29350 3.08699 -1.60206
H -2.85402 3.69853 -3.42106
H -2.58863 4.96202 -2.22711
H -4.87076 4.16825 -2.98238
C -1.37469 6.15594 1.59728
C -0.18390 5.81823 0.71483
O 0.23178 4.49796 1.06890
H -1.12094 6.16002 2.65586
H -2.24656 5.55646 1.33685
H -1.73607 7.16964 1.38089
H 0.58319 6.58190 0.84618
H -0.51611 5.79579 -0.32544
H 0.26918 3.84993 0.35907
C 4.11093 0.77266 -0.42277
C 5.31346 1.46377 0.18863
O 5.00047 2.86658 0.28936
H 3.36603 0.61059 0.35939
H 4.29664 -0.20443 -0.87067
H 3.68415 1.36484 -1.23316
H 6.14350 1.31718 -0.50524
H 5.47293 1.08089 1.19605
H 5.71019 3.30461 0.76891
C 0.27108 2.96757 5.23479
C 0.58244 4.15837 6.09716
O 0.47508 3.71745 7.44240
H 0.15610 3.13850 4.16207
H -0.72321 2.59880 5.51130
H 0.96044 2.13535 5.38743
H -0.10247 4.99511 5.89620
H 1.54933 4.61466 5.85730
H 0.84160 4.39257 8.02171
*
```

calculated total energy: -121782.059 eV
gap between HOMO and LUMO: 0.270 hartree

Atom charges from the Löwdin analysis, given in e for atoms 1 to 5: number 1, Cd, carries 1.46; number 2, C, carries -0.68; number 3, F, carries 0.20; number 4, F, carries 0.15; number 5, F, carries 0.15

[2]
# C34H96F3O32

A cluster of 16 separate species, C34H96F3O32 in total at a distorted geometry (ωB97M-V/def2-TZVPD, OMol25).

The geometry in ORCA input format:
```
! RIJCOSX wB97M-V def2-TZVPD def2/J DEFGRID3
* xyz -1 1
C 0.07085 0.93597 0.40939
O 0.15325 0.05980 -0.71987
O -0.24855 2.20554 0.05688
C -0.81840 0.22588 1.52216
F -1.08093 1.04139 2.51587
F -2.06291 -0.03420 1.05685
F -0.29857 -0.87325 2.13912
C 0.87906 -1.14126 -0.69354
C 1.10069 -1.60092 -2.12091
H 1.90838 -2.33383 -2.14898
H 0.18776 -1.95705 -2.59751
H 1.48058 -0.75188 -2.69198
H 0.38484 -1.95896 -0.15715
H 1.83206 -0.98884 -0.17825
H 1.10571 0.99253 0.77198
C -0.65422 -0.45006 -6.78467
C 0.03730 -1.28382 -5.68177
O 1.04593 -2.05529 -6.34774
O 0.20525 0.54612 -7.35964
H -1.56162 0.02651 -6.41638
H -0.92540 -1.15693 -7.57292
H -0.65740 -1.80764 -5.02409
H 0.60689 -0.62051 -5.02856
H 0.62951 -2.89757 -6.55272
H 0.88441 0.08880 -7.86349
C -0.43091 1.44798 5.40878
C -0.19330 1.04844 6.89381
O 0.28322 -0.30388 6.92380
O -0.88643 2.74137 5.30484
H -1.15803 0.72437 5.02883
H 0.49896 1.42214 4.83475
H -1.17285 1.18133 7.36088
H 0.53109 1.57514 7.51687
H 0.59844 -0.54199 7.79850
H -0.71332 2.96943 4.38315
C -1.27899 2.90718 -4.82257
C -1.18687 2.13728 -3.49396
O -0.16232 2.85579 -2.75394
O -1.84665 4.16286 -4.56905
H -1.81877 2.35452 -5.59254
H -0.24941 3.08464 -5.14494
H -0.78842 1.12195 -3.53032
H -2.15403 2.11750 -2.98684
H -0.09745 2.48558 -1.86279
H -1.68205 4.27422 -3.62390
C 0.31201 5.61281 1.89224
C -1.05766 5.12102 2.41888
O -1.09725 3.70353 2.56224
O 0.81288 5.05379 0.68332
H 1.05151 5.53027 2.69670
H 0.30611 6.70299 1.80773
H -1.76182 5.39302 1.62916
H -1.32360 5.56817 3.37489
H -0.99692 3.26226 1.70942
H 0.35987 4.21028 0.56028
C 5.03566 0.94503 0.40013
C 6.03022 0.48331 -0.65518
O 6.12712 -0.94445 -0.85497
O 5.38238 0.68739 1.72579
H 4.06994 0.46102 0.22446
H 4.93563 2.02171 0.24911
H 7.04670 0.74396 -0.34734
H 5.87788 1.07194 -1.56305
H 7.07513 -1.05079 -0.94802
H 4.83406 -0.05923 2.00018
C 0.58528 -2.26026 4.44817
C 0.57456 -3.29942 5.56951
O 1.47809 -4.37375 5.34072
O 1.67727 -1.31016 4.71964
H -0.37072 -1.73650 4.46130
H 0.75410 -2.67955 3.45859
H -0.45604 -3.66721 5.58556
H 0.77165 -2.77860 6.50676
H 1.65047 -4.70504 6.22613
H 1.44095 -0.89798 5.56307
C 3.04790 -2.43985 1.96773
C 4.09383 -2.82786 0.93613
O 3.96820 -2.40446 -0.40563
O 3.14960 -1.13360 2.47774
H 3.03633 -3.20425 2.74935
H 2.06296 -2.54589 1.49465
H 4.11341 -3.91990 0.97022
H 5.05608 -2.44506 1.28850
H 4.62765 -1.69485 -0.44316
H 2.57724 -1.15256 3.26632
C 2.61356 3.28450 3.36276
C 3.11721 2.06443 4.16805
O 4.54408 1.92284 4.14825
O 2.80098 3.22038 1.97317
H 3.24808 4.12472 3.65512
H 1.60058 3.48893 3.71721
H 2.65438 1.15560 3.77414
H 2.76554 2.19820 5.19255
H 4.71313 1.97951 3.19686
H 2.00438 2.93697 1.51339
C 0.65266 -4.57170 -1.21576
C 1.91886 -5.36904 -1.58228
O 2.92719 -4.49952 -2.02101
O -0.31416 -4.56533 -2.27619
H 0.77793 -3.52137 -0.95864
H 0.18267 -5.10487 -0.38429
H 1.82007 -6.08211 -2.39944
H 2.27418 -5.81139 -0.64657
H 3.13428 -3.78465 -1.40795
H -0.63149 -5.44205 -2.50684
C 4.06845 -1.03247 -4.30302
C 3.71147 0.39370 -3.99220
O 4.67046 1.35624 -4.45202
O 4.00106 -1.39635 -5.66287
H 3.49804 -1.77109 -3.73590
H 5.11777 -1.20391 -4.05137
H 3.70749 0.59270 -2.91789
H 2.70160 0.67414 -4.30463
H 5.01680 1.00787 -5.28056
H 3.07451 -1.51903 -5.89893
C -3.95133 1.42914 4.21804
C -4.49386 2.40983 3.17918
O -5.07980 1.82452 2.03833
O -4.97750 0.61322 4.79064
H -3.39717 1.92323 5.01861
H -3.16381 0.87447 3.70350
H -3.66265 2.99766 2.78658
H -5.22286 3.04658 3.68841
H -5.26408 0.89576 2.20802
H -5.29486 1.11501 5.54540
C -2.55118 -3.40194 -4.39386
C -3.30804 -2.53707 -5.37723
O -4.42160 -1.86741 -4.89112
O -1.94476 -2.71967 -3.28768
H -1.78432 -3.80989 -5.05962
H -3.19505 -4.16859 -3.95754
H -3.56691 -3.21551 -6.19279
H -2.56708 -1.86354 -5.82442
H -4.17918 -1.30428 -4.14632
H -1.21403 -3.27949 -2.97888
C -3.93232 -0.39577 -1.62698
C -2.79646 0.47205 -2.17082
O -2.40220 0.18089 -3.49885
O -5.08827 -0.18756 -2.47883
H -4.10080 -0.10835 -0.58758
H -3.68435 -1.45547 -1.67934
H -1.91574 0.29475 -1.54557
H -3.01289 1.53615 -2.06782
H -1.99979 -0.69049 -3.40995
H -5.49965 0.63647 -2.20520
C -4.35801 4.53172 0.18515
C -3.42705 3.60593 -0.60405
O -2.13496 4.23016 -0.66214
O -4.53924 5.73413 -0.53806
H -4.02620 4.65004 1.21959
H -5.36781 4.13117 0.29230
H -3.75531 3.41593 -1.62737
H -3.22835 2.66698 -0.08205
H -1.45323 3.56513 -0.49187
H -3.70295 5.97389 -0.95073
C -2.94307 -2.82835 2.20133
C -2.03443 -3.46307 1.17961
O -2.62037 -4.55933 0.52355
O -3.39760 -3.77105 3.21857
H -3.83520 -2.42744 1.71364
H -2.47483 -1.96353 2.67043
H -1.10311 -3.71804 1.69873
H -1.70345 -2.72141 0.44683
H -2.02605 -4.80747 -0.19114
H -3.72305 -3.23358 3.94555
*
```

calculated total energy: -110480.854 eV
ΔE to the lowest compared entry with this formula, charge and spin: 43.2 kcal per mole
gap between HOMO and LUMO: 0.296 hartree

Atom charges from the Löwdin analysis, given in e for atoms 1 to 5: number 1, C, carries -0.39; number 2, O, carries -0.09; number 3, O, carries -0.18; number 4, C, carries -0.50; number 5, F, carries 0.14